# 1
{
  "formula": "C5H8ClNO2S",
  "method": "the ωB97M-V functional and the def2-TZVPD basis",
  "fmax_ev_per_a": 5.0,
  "orbital_gap_ev": [6.90, 6.91],
  "total_charge": 0,
  "e_lumo_ev": [-3.4571, -3.4541],
  "relative_energy_kj_mol": 239.1,
  "e_homo_ha": [-0.381, -0.381],
  "elements": ["C", "C", "C", "C", "C", "N", "O", "O", "S", "Cl", "H", "H", "H", "H", "H", "H", "H", "H"],
  "xyz": [[-0.503087, -0.725278, 1.586472], [1.248373, -2.171175, -0.443515], [0.013489, 2.553375, 0.287947], [0.867094, -0.639455, -0.595028], [-0.243552, -0.279548, 0.291875], [-0.749374, -1.067297, 2.664999], [-1.195071, 1.288230, -1.641447], [-2.335128, 1.525228, 0.538858], [-1.138071, 1.272451, -0.196888], [-2.448449, -1.791766, -0.335298], [1.236210, -2.467459, 0.575688], [0.529899, -2.823789, -1.025475], [2.231647, -2.302425, -0.886273], [0.397466, 2.105382, 1.155777], [0.722493, 2.527902, -0.483037], [-0.567700, 3.340366, 0.444215], [0.292106, -0.489666, -1.595759], [1.641647, 0.144916, -0.343113]],
  "forces_ev_per_angstrom": [[-0.1087, -0.3934, 1.3268], [-0.4407, 1.0234, -1.7892], [0.8811, -4.9126, -0.7029], [-1.6835, -1.2579, -0.8487], [-2.6364, -0.4001, -0.7608], [0.3585, 0.2642, -0.4414], [0.3436, -0.5979, 0.6654], [0.1600, -0.7639, 0.5603], [-1.1205, 1.4051, -1.6394], [1.9033, 1.2333, 0.2221], [0.1481, -0.3177, 0.9024], [0.6087, 1.0068, 0.7374], [0.1252, -0.1759, 0.1586], [0.9146, 0.1965, 1.6766], [1.0890, 0.7457, -0.9775], [-2.0935, 3.6688, 0.5559], [1.8433, 0.1888, 1.1074], [-0.2920, -0.9132, -0.7529]],
  "mulliken_charge": [0.59, -1.17, -1.13, -0.17, -0.47, -0.39, -0.64, -0.58, 1.33, -0.23, 0.36, 0.29, 0.38, 0.36, 0.36, 0.50, 0.30, 0.31]
}


# 2
{
  "formula": "C5H8EuLiO4",
  "method": "the ωB97M-V functional and the def2-TZVPD basis",
  "spin_multiplicity": 8,
  "fmax_ev_per_a": 3.1,
  "orbital_gap_ev": [4.14, 4.30],
  "s2": 15.76,
  "total_charge": 1,
  "e_lumo_ev": [-4.8928, -4.7637],
  "relative_energy_kj_mol": 0.0,
  "e_homo_ha": [-0.332, -0.333],
  "elements": ["O", "C", "C", "H", "H", "H", "H", "O", "C", "C", "O", "O", "C", "H", "H", "H", "H", "Eu", "Li"],
  "xyz": [[-2.609868, 0.232507, 1.829700], [-2.216362, 1.445282, 1.152272], [-0.814335, 1.912334, 1.545090], [-2.274611, 1.266611, 0.058299], [-2.992870, 2.204767, 1.370423], [-0.839593, 2.887758, 2.062259], [-0.170535, 2.058996, 0.660531], [0.300937, -1.433368, -1.340014], [0.705539, -1.372278, -0.090960], [1.383503, -1.098454, -2.227064], [0.007931, -1.732867, 0.850695], [1.966692, -1.036011, 0.026516], [2.485009, -0.645959, -1.260139], [1.037346, -0.303059, -2.893920], [1.644434, -1.994819, -2.798624], [2.623805, 0.440615, -1.250558], [3.439741, -1.154738, -1.415521], [-2.687582, -1.927583, 0.944513], [-0.989180, 0.250266, 2.776502]],
  "forces_ev_per_angstrom": [[-0.1945, -3.1331, -0.2479], [0.4597, 1.2873, -0.4388], [-0.3164, 0.0449, -0.2358], [0.0216, -0.1118, 0.0940], [0.2193, -0.3881, 0.0643], [-0.0181, -0.4454, -0.0704], [-0.1730, -0.2330, 0.2766], [-0.6414, 0.1542, -0.2840], [0.2815, -0.9375, 0.8487], [0.2060, 0.1660, -0.4071], [-0.7509, 0.2326, -0.3370], [-0.1239, 0.1748, 0.2349], [0.2188, 0.2692, -0.2092], [0.1393, -0.2345, 0.1299], [-0.0844, 0.2087, 0.1300], [0.0082, -0.2862, 0.0073], [-0.2263, 0.1372, 0.0738], [0.8060, 2.3031, 0.5274], [0.1684, 0.7918, -0.1565]],
  "mulliken_charge": [-0.99, 0.14, -1.15, 0.14, 0.26, 0.22, 0.04, -0.33, 0.78, -0.24, -0.65, -0.28, -0.30, 0.28, 0.26, 0.28, 0.28, 1.54, 0.72]
}


# 3
{
  "formula": "C5H8F2O4",
  "method": "the ωB97M-V functional and the def2-TZVPD basis",
  "fmax_ev_per_a": 3.9,
  "orbital_gap_ev": 8.62,
  "total_charge": 0,
  "e_lumo_ev": 0.6029,
  "smiles": "COC(O)=C(F)F.CC(=O)O",
  "relative_energy_kj_mol": 132.8,
  "e_homo_ha": -0.295,
  "elements": ["C", "O", "C", "O", "C", "F", "F", "H", "H", "H", "H", "C", "C", "O", "O", "H", "H", "H", "H"],
  "xyz": [[1.414112, -1.682567, 2.138296], [0.791170, -0.455094, 1.800497], [1.183346, 0.130483, 0.666821], [1.969523, -0.669634, -0.097047], [0.460993, 1.221372, 0.227713], [0.795034, 2.006637, -0.754864], [-0.134687, 1.935141, 1.201416], [1.008149, -1.934283, 3.180339], [2.484570, -1.447107, 1.913959], [1.010010, -2.544824, 1.609097], [2.013073, -0.491423, -1.017635], [-2.005644, 1.244796, -1.662172], [-1.090480, 0.021990, -1.480157], [-0.046700, -0.201380, -2.090932], [-1.482147, -0.936363, -0.576656], [-1.761926, 1.467652, -2.668853], [-1.508065, 2.077565, -1.059087], [-2.985143, 0.970446, -1.366896], [-2.115189, -0.713407, 0.036160]],
  "forces_ev_per_angstrom": [[-0.1558, -0.1539, 1.1792], [-0.6867, 0.5900, 0.1579], [-1.2337, -0.1150, -1.9832], [0.0720, -0.0121, 1.8543], [1.6717, -1.2541, 2.7827], [0.6283, 0.7658, -1.2785], [-0.6736, 0.2347, 0.0037], [1.5043, 0.8704, -1.0116], [-0.6193, -1.4192, 1.1126], [0.3180, 0.2375, -0.8729], [-0.4630, 0.7699, -1.3659], [3.3622, -0.3614, 1.3933], [1.3812, -1.0562, 0.1783], [-2.3133, 0.5614, 0.5045], [2.6770, -0.8458, -2.7653], [-0.7991, 0.5814, -1.1840], [-1.1668, -1.0581, -0.5640], [-1.0451, 0.3412, -0.0942], [-2.4583, 1.3234, 1.9531]],
  "mulliken_charge": [-0.64, -0.32, 0.74, -0.55, 0.13, -0.25, -0.29, 0.20, 0.33, 0.26, 0.35, -1.07, 0.86, -0.62, -0.44, 0.36, 0.26, 0.40, 0.28]
}


# 4
{
  "formula": "C5H8F3O4SSi",
  "method": "the ωB97M-V functional and the def2-TZVPD basis",
  "fmax_ev_per_a": 4.4,
  "orbital_gap_ev": 8.41,
  "total_charge": -1,
  "e_lumo_ev": 3.5131,
  "smiles": "O=S(=O)([O-])[Si@]1(C(F)(F)F)CCCCO1",
  "relative_energy_kj_mol": 30.1,
  "e_homo_ha": -0.180,
  "elements": ["O", "S", "O", "O", "Si", "C", "F", "F", "F", "C", "C", "C", "C", "O", "H", "H", "H", "H", "H", "H", "H", "H"],
  "xyz": [[1.698497, 2.058406, 1.641279], [1.539782, 2.187782, 0.202630], [0.274462, 2.743723, -0.209351], [2.657946, 2.701632, -0.527235], [1.040117, -0.069263, -0.387764], [2.118025, -1.595554, -0.914101], [1.368630, -2.398279, -1.700228], [2.659446, -2.370300, 0.066077], [3.219600, -1.257008, -1.666016], [-0.774484, -0.073192, -1.327670], [-1.873766, 0.353200, -0.460788], [-1.791341, -0.473571, 0.820300], [-0.638288, -0.198829, 1.784452], [0.566854, -0.627989, 1.010866], [-1.057720, -1.119894, -1.795510], [-0.660478, 0.566858, -2.237169], [-2.855524, 0.229403, -0.917461], [-1.838799, 1.407929, -0.191295], [-2.777079, -0.418483, 1.459216], [-1.774425, -1.562854, 0.461270], [-0.341007, 0.728949, 2.170432], [-0.760447, -0.812666, 2.718065]],
  "forces_ev_per_angstrom": [[0.1269, 0.0946, 0.1986], [-0.0815, -2.2461, -0.4406], [-1.2443, 0.5298, -0.1149], [1.2717, 0.5469, -0.4173], [-2.0221, 2.0339, -0.8572], [1.4273, 0.1086, -0.4176], [-0.0007, -0.4243, -0.0154], [-0.7500, 0.2819, -0.1248], [-0.4274, 0.1040, -0.1173], [2.5017, -1.4562, -3.3688], [-0.7770, 0.7620, 1.9230], [-2.7600, -0.8095, 1.4962], [1.2782, -2.8753, -1.4283], [-1.2164, -1.2705, 3.7068], [0.8759, 1.6495, 1.0638], [-0.2280, -0.2243, 0.6102], [-0.0828, -0.3014, -0.1764], [0.3576, 0.1628, -0.0972], [1.5162, 0.1414, -1.1946], [0.3487, 1.2387, 0.9193], [-0.4988, 2.0453, -0.0786], [0.3850, -0.0920, -1.0688]],
  "mulliken_charge": [-0.62, 0.91, -0.60, -0.62, -0.08, 0.77, -0.26, -0.26, -0.29, -0.84, -0.54, -0.55, -0.42, -0.13, 0.34, 0.39, 0.35, 0.28, 0.33, 0.22, 0.40, 0.19]
}


# 5
{
  "formula": "C5H8F5N3P",
  "method": "the ωB97M-V functional and the def2-TZVPD basis",
  "fmax_ev_per_a": 6.7,
  "orbital_gap_ev": 9.54,
  "total_charge": 1,
  "e_lumo_ev": -3.7259,
  "relative_energy_kj_mol": 195.3,
  "e_homo_ha": -0.488,
  "elements": ["C", "C", "C", "C", "C", "N", "N", "N", "F", "F", "F", "F", "F", "P", "H", "H", "H", "H", "H", "H", "H", "H"],
  "xyz": [[-2.175169, 0.341204, -0.248314], [-1.340343, 1.379001, -0.375629], [-1.551363, -0.998320, 0.146933], [0.577059, 2.500195, 0.760393], [0.459094, -2.905768, -0.116799], [-0.038343, 1.382876, 0.068379], [-0.262877, -1.195198, -0.446707], [2.085726, 0.149804, -0.967624], [-3.343224, 0.333076, -0.841542], [-1.795794, 2.566184, -0.615595], [-2.306397, -2.051695, -0.170907], [-1.377320, -0.940797, 1.539327], [1.493378, -0.059949, 1.445231], [0.795847, 0.020548, -0.021136], [0.060634, 3.502776, 0.449068], [0.380093, 2.418254, 1.871897], [1.636290, 2.579551, 0.642058], [0.081045, -3.272832, 0.714822], [-0.023486, -3.451917, -0.958429], [1.504710, -2.678285, -0.187839], [2.133345, 0.562727, -1.861032], [3.007101, -0.181437, -0.826558]],
  "forces_ev_per_angstrom": [[1.4900, -0.7486, -1.0619], [-1.5480, -0.2094, 1.6588], [-0.2940, 0.2651, 0.8763], [-2.1547, 2.9488, 1.9303], [-0.7525, 3.5892, -5.6412], [0.7525, -0.4947, -0.7087], [2.5983, -1.3718, 1.4307], [0.1290, -0.3108, 0.3945], [-0.7325, -0.0839, 0.1202], [-0.3828, 1.1980, -0.9494], [-0.0573, 0.4087, 0.3279], [-0.3930, -0.5635, -0.6492], [-1.0531, -0.5366, -2.3970], [1.1610, -1.2255, 1.3666], [1.1441, -2.0113, 0.2912], [0.1867, -0.0315, -1.1642], [0.5456, -0.1792, -0.5402], [-1.5385, -0.9640, 4.4171], [0.8893, 0.6512, 0.3560], [0.2882, -0.3033, -0.0143], [-1.0437, 0.6881, -1.2004], [0.7654, -0.7152, 1.1566]],
  "mulliken_charge": [0.07, 0.38, 0.95, -0.94, -0.62, 0.18, -0.31, -0.37, -0.26, -0.25, -0.28, -0.28, -0.31, 0.53, 0.32, 0.34, 0.36, 0.34, 0.30, 0.35, 0.24, 0.25]
}


# 6
{
  "formula": "C5H8FI",
  "method": "the ωB97M-V functional and the def2-TZVPD basis",
  "fmax_ev_per_a": 5.9,
  "orbital_gap_ev": 8.71,
  "total_charge": 0,
  "e_lumo_ev": 0.6132,
  "relative_energy_kj_mol": 151.1,
  "e_homo_ha": -0.298,
  "elements": ["C", "C", "C", "C", "C", "F", "I", "H", "H", "H", "H", "H", "H", "H", "H"],
  "xyz": [[0.387294, 0.435816, 0.694740], [1.313747, 0.392767, -0.512215], [0.206966, -0.961520, 0.256018], [-0.865953, 1.276266, 0.668814], [-0.811984, -1.377621, -0.822396], [0.767602, -2.005514, 0.861764], [3.395975, 0.338843, -0.053117], [0.930709, 0.620175, 1.642921], [1.183690, 0.726640, -1.457302], [-0.493311, 2.355334, 0.552867], [-1.396619, 1.316360, 1.615344], [-1.483262, 1.005847, -0.183996], [-1.583294, -1.815966, -0.328014], [-0.451452, -1.877197, -1.794196], [-1.100101, -0.430234, -1.141225]],
  "forces_ev_per_angstrom": [[-0.1943, 0.4472, 0.5361], [-0.0112, -3.1497, 4.9497], [1.8135, 0.6072, -3.5281], [1.1956, 2.5296, -0.3232], [3.6437, 0.8901, -0.9487], [0.5384, 0.0433, 0.5936], [-0.6459, -0.1049, -0.1618], [-0.2231, -0.5687, -0.6024], [-1.0483, 0.9381, -2.6498], [-0.7201, -1.2858, -0.1824], [-0.2452, -0.5763, -0.0094], [-0.2925, 0.4083, 0.3352], [-2.4691, -1.7496, 0.9331], [-0.2051, 0.2097, 2.0435], [-1.1365, 1.3616, -0.9855]],
  "mulliken_charge": [0.13, -0.97, 0.60, -1.16, -1.15, -0.29, 0.00, 0.44, 0.56, 0.26, 0.32, 0.28, 0.38, 0.30, 0.29]
}


# 7
{
  "formula": "C5H8FLaO4",
  "method": "the ωB97M-V functional and the def2-TZVPD basis",
  "fmax_ev_per_a": 7.5,
  "orbital_gap_ev": 5.39,
  "total_charge": 2,
  "e_lumo_ev": -10.7550,
  "e_homo_ha": -0.593,
  "elements": ["C", "O", "C", "H", "H", "H", "H", "H", "C", "O", "C", "C", "O", "O", "F", "H", "H", "H", "La"],
  "xyz": [[-0.132849, -0.237960, -1.907839], [0.242046, 0.099100, -0.572908], [0.398985, 0.816942, -2.848144], [0.302403, -1.227007, -2.103475], [-1.224906, -0.342453, -1.985575], [0.088499, 0.570734, -3.871804], [0.014412, 1.812953, -2.590675], [1.495573, 0.855068, -2.814275], [0.899531, 0.482618, 1.401418], [-0.211951, -0.716542, 1.471887], [-1.052451, -0.182399, 0.490667], [-1.203115, 1.253218, 1.003541], [0.086769, 1.515941, 1.589466], [1.839570, 0.225824, 2.137887], [1.965687, -4.689765, 4.497150], [-1.901931, -0.853942, 0.324288], [-1.379127, 1.927382, 0.157698], [-1.986435, 1.359182, 1.761045], [1.759289, -2.668894, 3.859650]],
  "forces_ev_per_angstrom": [[0.4735, -0.2794, -1.0161], [-4.0659, -0.8928, 2.1498], [0.0349, 0.0169, -0.3037], [-0.1266, 0.1735, -0.2581], [0.2802, 0.2260, 0.0477], [0.1464, 0.1471, 0.1907], [0.0216, -0.2882, -0.0787], [-0.2718, -0.0361, -0.0348], [-3.3762, -2.1820, 6.2839], [1.6754, 0.4371, -0.6736], [4.2311, 1.0287, 0.6645], [-0.8784, -0.0762, -1.4271], [1.0682, 0.0636, -1.6906], [0.2786, -0.1567, -2.3336], [-0.2648, 2.5315, -0.8229], [0.3583, 0.4480, -0.9521], [0.0583, 0.0665, 0.4107], [0.3468, 0.0446, 0.0265], [0.0105, -1.2721, -0.1825]],
  "mulliken_charge": [-0.26, -0.41, -1.13, 0.28, 0.33, 0.39, 0.29, 0.31, 1.02, -0.51, -0.09, -0.36, -0.25, -0.63, -0.48, 0.51, 0.27, 0.33, 2.40]
}


> What is the formula in the fourth record?

C5H8F3O4SSi